{"formula": "C28H48Cl2LuOP2", "method": "ωB97M-V with the def2-TZVPD basis set", "species": ["P", "C", "C", "C", "C", "C", "C", "C", "C", "C", "C", "C", "C", "C", "C", "C", "C", "C", "C", "H", "H", "H", "H", "H", "H", "H", "H", "H", "H", "H", "H", "H", "H", "H", "H", "H", "H", "H", "H", "H", "H", "H", "H", "H", "H", "H", "H", "H", "H", "H", "H", "H", "Lu", "Cl", "Cl", "C", "H", "C", "C", "C", "C", "C", "C", "H", "H", "H", "H", "H", "C", "P", "C", "C", "O", "H", "H", "H", "H", "H", "H", "H", "H", "H"], "positions_angstrom": [[0.893106, 1.454990, -3.734782], [-0.138633, 2.979718, -4.317893], [0.197225, 3.682261, -5.636702], [-0.609808, 4.977820, -5.806758], [-2.123965, 4.785843, -5.612689], [-2.468994, 3.938673, -4.380946], [-1.636870, 2.649400, -4.306838], [0.454109, 0.175384, -5.080053], [0.324698, 0.687538, -6.508670], [0.206541, -0.473839, -7.501473], [-0.928257, -1.445850, -7.131351], [-0.934060, -1.835769, -5.646148], [-0.796040, -0.629760, -4.698910], [2.531884, 2.002713, -4.451530], [3.005751, 3.284789, -3.756819], [4.348856, 3.762182, -4.337255], [5.412963, 2.657659, -4.378096], [4.907672, 1.369593, -5.038941], [3.562956, 0.871249, -4.474735], [0.055960, 3.678206, -3.490001], [-0.053878, 3.029886, -6.477753], [1.265895, 3.915246, -5.736894], [-0.420724, 5.380624, -6.809956], [-0.238567, 5.731301, -5.094341], [-2.601327, 5.769633, -5.535717], [-2.546183, 4.309516, -6.507364], [-2.296194, 4.527651, -3.467348], [-3.535013, 3.685197, -4.398381], [-1.907795, 2.097198, -3.398550], [-1.882854, 2.021192, -5.177646], [1.308263, -0.514536, -5.033005], [1.164497, -1.014324, -7.545719], [1.175695, 1.316042, -6.807690], [-0.587568, 1.291275, -6.592198], [0.031267, -0.067953, -8.506177], [-0.839832, -2.344322, -7.753701], [-1.891701, -0.985825, -7.390367], [-1.854084, -2.384088, -5.419427], [-0.097858, -2.524432, -5.456194], [-0.726220, -0.988455, -3.660761], [-1.695567, 0.001963, -4.771444], [2.354900, 2.255814, -5.507941], [2.274325, 4.096484, -3.895235], [3.083370, 3.112945, -2.672206], [4.187747, 4.139638, -5.362703], [4.718293, 4.604928, -3.741223], [5.751091, 2.436906, -3.355779], [6.290950, 3.022871, -4.925005], [5.658048, 0.579177, -4.924990], [4.790199, 1.551162, -6.121452], [3.215318, 0.058719, -5.131305], [3.674702, 0.433844, -3.471743], [0.605411, 0.343242, -0.780834], [1.759463, -1.395129, -2.096003], [-0.497243, 2.539349, -1.030916], [-1.096983, -0.886148, 0.146498], [-0.762403, -1.404765, 1.062643], [-2.422427, -1.184603, -0.204632], [-3.221186, -2.264061, 0.308494], [-4.410221, -2.637383, -0.291656], [-4.918528, -1.932554, -1.407693], [-4.241729, -0.783895, -1.856192], [-3.061829, -0.383790, -1.242066], [-2.830416, -2.806066, 1.180941], [-4.970549, -3.496685, 0.093133], [-4.647826, -0.217147, -2.682170], [-2.569335, 0.549238, -1.526709], [-5.846716, -2.261212, -1.893237], [2.648111, 0.458632, 3.558199], [1.232941, -0.181548, 2.674026], [1.340692, -1.967197, 2.881650], [-0.212721, 0.416061, 3.559466], [1.346269, 0.279062, 1.214587], [2.592515, 0.119335, 4.606256], [2.629277, 1.559553, 3.501157], [3.558901, 0.071766, 3.070739], [1.209181, -2.189160, 3.953317], [0.587050, -2.509498, 2.301274], [2.344866, -2.287310, 2.564744], [-0.124904, 1.506821, 3.691629], [-1.149391, 0.188648, 3.033859], [-0.225888, -0.065516, 4.554114]], "forces_ev_per_angstrom": [[-0.4666, 0.4160, -2.1416], [0.2829, -0.5381, 0.5899], [-0.0381, 0.0996, -0.3003], [0.0130, 0.1179, 0.2222], [0.1395, -0.0675, 0.0066], [0.0826, 0.0452, 0.0457], [-0.1627, 0.2712, 0.0928], [0.0847, 0.2329, 0.8122], [-0.0111, -0.2600, -0.3259], [-0.0351, -0.1624, 0.0661], [0.0779, 0.1687, -0.0230], [0.0835, -0.0018, 0.0285], [-0.0237, -0.2623, -0.1588], [-0.3326, -0.0604, -0.2023], [0.3694, -0.0116, -0.1090], [-0.0178, -0.0897, 0.0394], [-0.0606, -0.0311, 0.0780], [-0.1347, 0.0224, 0.0383], [0.3731, 0.1624, 0.0448], [-0.1841, -0.0046, -0.1082], [0.0940, 0.2642, 0.1795], [-0.2462, 0.0016, 0.0543], [-0.0104, 0.0264, 0.1200], [-0.1041, -0.1498, -0.0408], [-0.0091, -0.0948, -0.0385], [0.0874, -0.0474, 0.0557], [0.0177, -0.1552, -0.1329], [0.0801, 0.0615, 0.0388], [0.0570, 0.0415, -0.2013], [0.0362, 0.1479, 0.2402], [-0.1691, -0.0279, 0.0361], [-0.1466, 0.0436, 0.0899], [-0.2365, -0.1176, 0.0942], [0.1923, -0.1805, -0.0137], [0.0435, -0.1015, 0.0611], [-0.0907, 0.0533, 0.0730], [0.0930, 0.0333, 0.0727], [0.0970, 0.0153, 0.0195], [-0.0956, 0.1118, 0.0334], [-0.0666, 0.1063, -0.2623], [0.2420, -0.2156, 0.0577], [0.0014, 0.0259, 0.2072], [0.1202, -0.3443, 0.1556], [0.0903, 0.0283, -0.1568], [-0.0315, -0.1140, 0.2455], [-0.0042, -0.0215, -0.1349], [-0.1103, 0.0040, -0.0854], [-0.0400, -0.0403, 0.1121], [-0.0281, 0.0839, -0.0993], [0.0012, -0.0429, 0.2333], [0.0333, 0.2192, 0.3139], [0.0903, 0.1032, -0.1743], [-2.0859, -0.9972, 0.5315], [0.7454, -0.4812, -0.3247], [-0.1369, 0.9415, 0.3944], [0.7318, 0.8242, 0.0503], [-0.0846, -0.3512, -0.0647], [-0.0257, 0.4784, -0.8053], [-0.0063, 0.1094, 0.1590], [-0.1156, 0.3723, -0.3453], [-0.3173, -0.3771, 0.0493], [0.5240, -0.3797, 0.7654], [-0.3188, -0.5446, 0.0227], [-0.1626, 0.0391, -0.3741], [0.1718, 0.2371, -0.0825], [-0.0805, 0.1857, -0.0893], [-0.0824, -0.2652, -0.0484], [0.3820, 0.1429, 0.2189], [0.2457, 0.0921, 0.3037], [-0.3002, 0.2130, -1.8355], [0.1226, -0.1439, 0.2084], [-0.1515, 0.1097, 0.3274], [0.7721, -0.1529, 1.8817], [0.2028, 0.2362, -0.3266], [0.0813, -0.4468, 0.0841], [-0.3302, 0.2086, 0.2757], [0.0853, -0.0035, -0.3283], [0.1000, 0.2907, 0.0123], [-0.3225, 0.0698, 0.0667], [-0.0482, -0.3741, -0.1058], [0.3634, -0.0181, -0.1376], [0.0145, 0.2203, -0.3327]], "lowdin_charge": [1.02, -0.45, -0.22, -0.20, -0.21, -0.19, -0.24, -0.45, -0.22, -0.20, -0.21, -0.19, -0.22, -0.48, -0.22, -0.20, -0.22, -0.20, -0.22, 0.06, 0.08, 0.09, 0.10, 0.11, 0.10, 0.11, 0.11, 0.11, 0.07, 0.10, 0.08, 0.11, 0.10, 0.09, 0.10, 0.10, 0.11, 0.11, 0.11, 0.08, 0.10, 0.09, 0.10, 0.12, 0.11, 0.10, 0.11, 0.10, 0.10, 0.11, 0.10, 0.08, 0.84, -0.21, -0.16, -0.31, -0.08, -0.43, -0.12, -0.17, -0.19, -0.16, -0.12, 0.08, 0.08, 0.07, 0.04, 0.06, -0.19, 0.59, -0.17, -0.17, -0.56, 0.06, 0.06, 0.06, 0.06, 0.05, 0.06, 0.06, 0.06, 0.06], "homo_ev": -1.297, "lumo_energy_ha": 0.0786, "orbital_gap_ev": 3.43, "charge": -1}